(1)
Below is a gas-phase ion, C3H10N5 (charge +1), with properties calculated with ωB97M-V/def2-TZVPD.

Summary:
Orbital gap (spin up / spin down) = 8.553 / 8.552 eV
HOMO (spin up / spin down) = -13.89 / -13.89 eV
SMILES = [H]/N=[N+]1\NNN(C)[C@@H]1C
Molar mass = 116.15 g/mol
Relative energy (zero: lowest compared OMol25 entry of this formula, charge and spin) = 133.97 kcal per mole
Energy = -393.64452 Ha
LUMO (spin up / spin down) = -5.34 / -5.34 eV
Net charge = +1

Positions of all 18 atoms, in Å:
C1 -0.260 -0.135 -0.658
C2 -0.159 -1.613 -1.111
C3 -1.247 1.054 1.411
N1 1.359 1.073 -1.830
N2 0.781 -0.147 1.356
N3 1.674 0.484 0.477
N4 -0.504 -0.046 0.741
N5 1.035 0.636 -0.737
H1 -1.055 0.551 -1.087
H2 0.922 -1.962 -0.838
H3 -0.134 -1.525 -2.234
H4 -1.026 -2.174 -0.816
H5 -0.632 1.897 1.250
H6 -2.342 1.239 0.999
H7 -1.365 0.839 2.371
H8 2.300 1.462 -1.760
H9 0.877 -1.166 1.517
H10 2.290 1.134 0.949

(2)
Below is a molecular structure, C50H59HgN6OTe, with properties calculated with ωB97M-V/def2-TZVPD.

Summary:
Orbital gap (spin up / spin down) = 4.002 / 5.202 eV
Multiplicity = 2
HOMO (spin up / spin down) = 0.20 / -1.01 eV
Molar mass = 1088.25 g/mol
Relative energy (zero: lowest compared OMol25 entry of this formula, charge and spin) = 3.40 kcal per mole
Energy = -2765.98116 Ha
LUMO (spin up / spin down) = 4.20 / 4.20 eV
Net charge = -2
Expectation value of S² = 0.822

Positions of all 118 atoms, in Å:
Hg1 -0.486 0.142 0.621
C1 -6.708 2.214 0.247
C2 -5.767 1.739 -0.865
C3 -4.689 0.826 -0.370
C4 -4.680 -0.574 -0.387
C5 -5.753 -1.489 -0.891
C6 -6.621 -2.073 0.230
C7 -3.446 -0.980 0.189
N1 -2.741 0.128 0.543
C8 -3.458 1.234 0.213
C9 -2.998 2.581 0.422
C10 -1.770 3.021 0.866
C11 -1.322 4.418 0.942
C12 -2.160 5.605 0.588
C13 -3.084 6.031 1.732
C14 -0.035 4.406 1.363
C15 0.344 3.000 1.565
C16 1.591 2.549 1.972
C17 2.055 1.214 2.151
N2 1.330 0.106 1.867
C18 2.046 -1.000 2.193
C19 1.561 -2.335 2.082
C20 0.306 -2.778 1.683
N3 -0.724 -1.995 1.269
C21 -1.779 -2.775 0.903
C22 -2.986 -2.328 0.397
C23 -1.396 -4.178 1.117
C24 -0.126 -4.178 1.594
C25 0.699 -5.360 1.998
C26 0.714 -5.569 3.515
C27 -2.268 -5.362 0.835
C28 -2.160 -5.835 -0.617
C29 3.322 -0.580 2.694
C30 3.329 0.801 2.664
C31 4.437 1.717 3.079
C32 4.282 2.229 4.514
C33 4.450 -1.488 3.071
C34 5.214 -1.984 1.840
N4 -0.735 2.230 1.267
C35 0.904 5.563 1.499
C36 1.807 5.705 0.270
H1 -7.488 2.883 -0.131
H2 -6.144 2.743 1.017
H3 -7.190 1.360 0.727
H4 -5.316 2.612 -1.347
H5 -6.354 1.237 -1.641
H6 -5.306 -2.311 -1.461
H7 -6.398 -0.951 -1.594
H8 -6.001 -2.614 0.946
H9 -7.383 -2.757 -0.156
H10 -7.122 -1.271 0.777
H11 -3.694 3.357 0.117
H12 -2.762 5.367 -0.294
H13 -1.517 6.441 0.301
H14 -3.750 5.212 2.007
H15 -3.694 6.897 1.460
H16 -2.499 6.288 2.618
H17 2.325 3.322 2.176
H18 2.269 -3.110 2.359
H19 -3.693 -3.103 0.117
H20 1.725 -5.227 1.642
H21 0.319 -6.261 1.508
H22 1.085 -4.675 4.018
H23 1.346 -6.414 3.799
H24 -0.297 -5.755 3.883
H25 -3.308 -5.100 1.048
H26 -2.017 -6.184 1.511
H27 -2.478 -5.043 -1.297
H28 -2.777 -6.719 -0.799
H29 -1.125 -6.078 -0.867
H30 4.482 2.565 2.391
H31 5.397 1.202 2.976
H32 3.340 2.769 4.624
H33 5.099 2.899 4.797
H34 4.261 1.393 5.218
H35 4.070 -2.344 3.639
H36 5.139 -0.964 3.742
H37 4.535 -2.479 1.145
H38 6.013 -2.681 2.111
H39 5.647 -1.142 1.296
H40 1.520 5.432 2.394
H41 0.338 6.488 1.651
H42 2.351 4.778 0.083
H43 2.531 6.515 0.393
H44 1.207 5.909 -0.618
C37 0.673 2.657 -3.750
C38 -0.464 2.040 -2.974
O1 -0.826 2.447 -1.892
N5 -1.078 0.986 -3.609
C39 -1.963 0.071 -2.904
C40 -1.227 -1.203 -2.578
C41 -1.483 -2.387 -3.258
C42 -0.681 -3.490 -3.005
C43 0.358 -3.372 -2.101
C44 0.538 -2.156 -1.458
N6 -0.249 -1.106 -1.679
H45 0.934 3.607 -3.291
H46 0.413 2.798 -4.802
H47 1.542 1.998 -3.656
H48 -0.589 0.611 -4.405
H49 -2.833 -0.154 -3.527
H50 -2.311 0.567 -1.998
H51 -2.297 -2.435 -3.972
H52 -0.863 -4.430 -3.515
H53 1.018 -4.200 -1.881
H54 1.338 -2.014 -0.743
Te1 3.519 0.538 -1.740
C45 5.080 0.213 -3.134
C46 6.077 -0.749 -2.912
C47 7.104 -0.963 -3.821
C48 7.178 -0.224 -4.996
C49 6.201 0.735 -5.237
C50 5.176 0.947 -4.325
H55 6.035 -1.335 -2.002
H56 7.854 -1.718 -3.608
H57 7.980 -0.390 -5.706
H58 6.236 1.327 -6.147
H59 4.427 1.702 -4.531

(3)
Below is 2 unconnected molecules or ions with the total composition C4H6FNO, with properties calculated with ωB97M-V/def2-TZVPD.

Summary:
Orbital gap (spin up / spin down) = 8.822 / 8.826 eV
HOMO (spin up / spin down) = -8.47 / -8.47 eV
Molar mass = 103.10 g/mol
Relative energy (zero: lowest compared OMol25 entry of this formula, charge and spin) = 94.52 kcal per mole
Energy = -385.72290 Ha
LUMO (spin up / spin down) = 0.36 / 0.36 eV
Net charge = 0

Positions of all 13 atoms, in Å:
C1 -2.635 0.511 -0.416
C2 -1.859 0.486 0.633
C3 0.452 -0.501 1.014
C4 2.306 -0.334 -0.489
N1 0.898 -0.199 -0.181
O1 0.662 -1.017 2.019
F1 -2.147 1.341 1.704
H1 -3.490 1.054 -0.563
H2 -2.464 -0.168 -1.172
H3 2.493 -1.106 -1.225
H4 2.696 0.543 -0.835
H5 2.824 -0.847 0.345
H6 0.264 0.234 -0.833

(4)
Below is a molecular structure, C32H39CoN6O4PSSe, with properties calculated with ωB97M-V/def2-TZVPD.

Summary:
Orbital gap (spin up / spin down) = 7.569 / 7.571 eV
HOMO (spin up / spin down) = -11.31 / -11.32 eV
Molar mass = 772.64 g/mol
Relative energy (zero: lowest compared OMol25 entry of this formula, charge and spin) = 8.22 kcal per mole
Energy = -6395.99686 Ha
LUMO (spin up / spin down) = -3.74 / -3.75 eV
Net charge = +1

Positions of all 85 atoms, in Å:
Co1 -0.693 0.347 0.515
Se1 -4.783 -1.641 6.569
N1 -4.470 -0.054 5.802
C1 -3.630 -0.262 4.830
C2 -3.111 0.802 3.972
C3 -3.322 2.162 4.199
C4 -2.676 3.073 3.389
C5 -1.896 2.615 2.329
N2 -1.755 1.325 2.053
C6 -2.306 0.443 2.900
C7 -1.845 -0.930 2.723
N3 -0.959 -1.121 1.739
C8 -0.355 -2.297 1.620
C9 -0.651 -3.361 2.467
C10 -1.611 -3.195 3.448
C11 -2.219 -1.945 3.592
C12 -3.190 -1.623 4.639
N4 -3.683 -2.508 5.456
H1 -3.946 2.474 5.026
H2 -2.759 4.136 3.562
H3 -1.363 3.307 1.699
H4 0.372 -2.385 0.820
H5 -0.136 -4.302 2.335
H6 -1.888 -4.002 4.114
C13 -0.254 3.061 -0.771
N5 -1.245 1.955 -0.791
C14 -2.629 2.489 -0.647
C15 -1.243 1.339 -2.145
C16 -1.968 0.059 -1.969
C17 -2.703 -0.526 -2.987
C18 -3.306 -1.760 -2.792
C19 -3.184 -2.380 -1.563
C20 -2.461 -1.790 -0.527
C21 -1.830 -0.558 -0.712
H7 -0.408 3.709 -1.637
H8 0.740 2.638 -0.819
H9 -0.361 3.679 0.120
H10 -2.835 3.175 -1.469
H11 -2.761 3.027 0.267
H12 -3.346 1.670 -0.683
H13 -0.227 1.168 -2.467
H14 -1.706 2.008 -2.875
H15 -2.794 -0.015 -3.939
H16 -3.873 -2.223 -3.587
H17 -3.664 -3.335 -1.388
H18 -2.449 -2.324 0.418
S1 3.270 0.126 3.246
C22 2.257 1.262 4.015
C23 1.117 1.412 3.297
N6 1.038 0.650 2.151
C24 2.123 -0.072 2.012
H19 2.532 1.753 4.933
H20 0.306 2.068 3.569
H21 2.333 -0.705 1.149
C25 3.767 3.023 -2.386
C26 3.814 1.716 -1.613
C27 3.783 1.971 -0.116
C28 5.024 0.891 -2.013
O1 2.594 1.012 -2.037
P1 1.986 -0.345 -1.473
O2 2.947 -1.208 -0.736
O3 0.725 0.065 -0.716
O4 1.465 -0.946 -2.844
C29 1.404 -2.371 -3.218
C30 0.664 -3.150 -2.141
C31 2.815 -2.897 -3.434
C32 0.619 -2.371 -4.516
H22 4.670 3.603 -2.194
H23 2.906 3.624 -2.090
H24 3.700 2.826 -3.455
H25 4.608 2.629 0.160
H26 3.890 1.039 0.433
H27 2.847 2.452 0.179
H28 5.937 1.427 -1.744
H29 5.027 0.728 -3.091
H30 5.017 -0.073 -1.509
H31 1.242 -3.168 -1.216
H32 0.513 -4.180 -2.471
H33 -0.313 -2.702 -1.957
H34 3.388 -2.863 -2.513
H35 3.326 -2.302 -4.193
H36 2.766 -3.931 -3.785
H37 -0.405 -2.039 -4.340
H38 0.593 -3.375 -4.940
H39 1.089 -1.701 -5.236